1.
ORCA calculation (ωB97M-V with the def2-TZVPD basis set) on a gas-phase ion, C7H15N3O (charge +2).

ORCA input file:
```
! RIJCOSX wB97M-V def2-TZVPD def2/J DEFGRID3
* xyz 2 1
C -0.8341 -3.2150 -2.0631
C -0.3861 -2.4938 -0.9342
C 0.2787 -2.8680 0.1962
N 0.4141 -1.7611 1.0354
C -0.1092 -0.6867 0.4058
C -0.4435 0.8825 0.9544
O -1.7991 1.1434 1.0458
C 0.2732 1.9624 0.1556
C 1.7536 1.8558 -0.0256
N -0.0292 3.2236 0.8989
N -0.5757 -1.0898 -0.8091
H -0.0948 -3.2763 -2.8554
H -0.9302 -4.2307 -1.9027
H -1.7253 -2.7731 -2.5165
H 0.6520 -3.7994 0.4063
H 0.8851 -1.9481 1.9440
H -0.0080 0.7867 1.8719
H -2.3065 0.5764 1.7100
H -0.0771 1.9463 -0.8291
H 1.9277 1.1198 -0.7852
H 2.4120 1.5873 0.8385
H 2.1205 2.6981 -0.6247
H 0.2589 3.2626 1.8697
H -1.0320 3.5146 1.0550
H 0.2964 4.0305 0.4129
H -0.9213 -0.4480 -1.4550
*
```

Properties
LUMO energy (eV): -6.454
Structure (SMILES): Cc1c[nH+]c([C@H](O)[C@H](C)[NH3+])[nH]1
ΔE to the lowest compared entry with this formula, charge and spin (eV): 0.000
E_HOMO (eV): -16.6

Atomic partial charges in e from the Löwdin method, atoms 1 to 5: 0.001 -0.221 0.043 0.159 -0.091



2.
ORCA calculation (ωB97M-V with the def2-TZVPD basis set) on a molecular structure, H3OPS2.

ORCA input file:
```
! RIJCOSX wB97M-V def2-TZVPD def2/J DEFGRID3
* xyz 0 1
O -0.4442 1.7005 0.3383
P -0.1952 0.5740 -0.7547
S 2.2092 -0.1358 0.1970
S -1.6766 -0.7226 0.0314
H -0.6967 1.3870 1.1667
H 2.2050 -1.4875 0.1591
H -1.4015 -1.3155 -1.1378
*
```

Properties
LUMO energy (eV): -0.630
ΔE to the lowest compared entry with this formula, charge and spin (eV): 1.664
E_HOMO (eV): -8.8

Atomic partial charges in e from the Löwdin method, atoms 1 to 5: -0.455 0.464 0.134 0.374 -0.007



3.
ORCA calculation (ωB97M-V with the def2-TZVPD basis set) on C22H32F3N3O2 in the gas phase.

ORCA input file:
```
! RIJCOSX wB97M-V def2-TZVPD def2/J DEFGRID3
* xyz 0 1
C 1.0291 0.0811 3.0224
C 0.8299 1.3782 2.2482
C -0.6361 1.6644 1.9218
C -1.2318 0.6076 0.9719
N -2.4192 0.9711 0.2370
C -2.2395 1.5391 -1.0794
C -1.3992 2.8219 -1.2328
C -2.0131 4.1010 -0.6602
C -3.3039 4.5148 -1.3577
C -3.5639 1.3864 1.0130
C -4.8664 0.7312 0.5274
C -4.8926 -0.7823 0.7284
N -3.9368 -1.4698 -0.1073
C -3.0315 -2.3261 0.3706
O -2.9271 -2.6684 1.5317
C -2.0978 -2.9222 -0.7062
C -0.6604 -3.0043 -0.1851
C -0.0320 -1.9081 -1.0118
C 1.2966 -1.3682 -0.8029
C 2.1517 -1.9240 0.1495
C 3.3899 -1.3614 0.3884
C 3.7852 -0.2377 -0.3258
C 5.1121 0.3936 -0.0184
F 5.0461 1.2010 1.0606
F 6.0650 -0.5122 0.2564
F 5.5821 1.1494 -1.0210
C 2.9472 0.3223 -1.2840
C 1.7123 -0.2432 -1.5214
N -0.8194 -1.4577 -1.9117
O -2.0295 -2.0721 -1.8649
H 0.7111 -0.7750 2.4335
H 0.4545 0.0971 3.9457
H 2.0797 -0.0486 3.2726
H 1.2264 2.2065 2.8402
H 1.4047 1.3345 1.3188
H -0.7020 2.6489 1.4587
H -1.2116 1.6978 2.8493
H -0.4720 0.3443 0.2337
H -1.4664 -0.2909 1.5547
H -3.2295 1.7152 -1.5025
H -1.7538 0.7700 -1.6940
H -1.2391 2.9697 -2.3044
H -0.4194 2.6600 -0.7798
H -1.2818 4.9063 -0.7735
H -2.1995 3.9839 0.4089
H -3.1446 4.6027 -2.4303
H -4.0958 3.7898 -1.1858
H -3.6427 5.4778 -0.9817
H -3.7089 2.4764 1.0087
H -3.3965 1.0796 2.0469
H -5.6988 1.1635 1.0855
H -5.0241 0.9519 -0.5300
H -5.8977 -1.1597 0.5016
H -4.6494 -1.0408 1.7618
H -3.8569 -1.1837 -1.0724
H -2.5105 -3.8844 -1.0227
H -0.6333 -2.8073 0.8877
H -0.1827 -3.9660 -0.3823
H 1.8495 -2.7955 0.7083
H 4.0506 -1.7881 1.1273
H 3.2653 1.1949 -1.8335
H 1.0438 0.1782 -2.2549
*
```

Properties
LUMO energy (eV): -0.044
Structure (SMILES): CCCCN(CCCC)CCCNC(=O)[C@@H]1CC(c2ccc(C(F)(F)F)cc2)=NO1
ΔE to the lowest compared entry with this formula, charge and spin (eV): 0.205
E_HOMO (eV): -7.7

Atomic partial charges in e from the Löwdin method, atoms 1 to 5: -0.101 -0.251 -0.181 -0.186 -0.172



4.
ORCA calculation (ωB97M-V with the def2-TZVPD basis set) on a molecular structure, C26H46Br24N4O5.

ORCA input file:
```
! RIJCOSX wB97M-V def2-TZVPD def2/J DEFGRID3
* xyz 0 1
C 2.9305 -0.3754 3.4978
O 2.2117 -1.4047 2.8484
C 2.9294 -2.0273 1.7777
C 2.2898 -1.7462 0.3824
C 1.1437 -0.7233 0.5025
C 0.5468 -0.3408 -0.8686
O -0.8186 -0.6594 -1.0290
C -1.7081 -0.3369 0.0248
C -3.1329 -0.3103 -0.5110
C -3.6957 -1.6859 -0.9023
C -3.4930 -2.7800 0.1581
C -4.5494 -3.8746 0.0404
N -4.2767 -5.0876 0.8513
C -3.1107 -5.0596 1.6661
N -2.0667 -5.6581 1.2668
N -3.1539 -4.3519 2.9009
C 0.8773 1.1132 -1.3201
C 0.7816 2.2322 -0.2766
C -0.2843 3.3181 -0.4872
C -0.2274 4.3526 0.6504
C -0.7272 3.8240 2.0002
C 1.1649 4.9841 0.8013
O 2.1240 1.1271 -1.9867
C 3.3207 1.1488 -1.2175
O -0.0973 1.4409 -2.3259
N 0.1543 0.8679 -3.5733
O -0.8477 0.7891 -4.1751
H 3.0302 0.5220 2.8645
H 2.3825 -0.0919 4.4018
H 3.9353 -0.7056 3.8014
H 2.9417 -3.1044 1.9833
H 3.9713 -1.6845 1.8118
H 3.0564 -1.3921 -0.3098
H 1.8627 -2.6875 0.0173
H 1.5261 0.1536 1.0352
H 0.3945 -1.1760 1.1524
H 1.0510 -0.9470 -1.6358
H -1.6455 -1.1152 0.8012
H -1.4678 0.6152 0.5265
H -3.7731 0.1559 0.2537
H -3.1872 0.3382 -1.3961
H -4.7750 -1.5546 -1.0769
H -3.2787 -2.0327 -1.8552
H -3.5541 -2.3167 1.1541
H -2.4885 -3.1970 0.0156
H -4.5960 -4.2073 -1.0065
H -5.5297 -3.4464 0.2869
H -5.0820 -5.3078 1.4310
H -1.3278 -5.5636 1.9688
H -2.4387 -3.6295 2.8884
H -4.0547 -3.9026 3.0317
H 0.6524 1.8352 0.7381
H 1.7391 2.7603 -0.2897
H -1.2927 2.8867 -0.5182
H -0.0887 3.8582 -1.4206
H -0.9116 5.1627 0.3559
H 0.0931 3.3067 2.5216
H -1.0562 4.6478 2.6416
H -1.5321 3.0791 1.9237
H 1.8719 4.2989 1.2824
H 1.1013 5.8662 1.4525
H 1.5530 5.3221 -0.1672
H 3.1465 1.0303 -0.1432
H 3.9671 0.3333 -1.5602
H 3.8453 2.0968 -1.3902
C -4.6245 3.4094 4.2510
Br -4.6281 4.8785 3.0093
Br -6.3394 2.5436 4.3207
Br -3.2108 2.1708 3.8493
H -4.4273 3.8148 5.2335
C -3.1129 2.2437 -4.6966
Br -2.7204 4.0346 -4.1260
Br -4.4217 1.4044 -3.5627
Br -3.6696 2.1942 -6.5375
H -2.1979 1.6711 -4.6168
C 4.0795 3.9598 4.5320
Br 4.1554 5.5759 3.4961
Br 2.3545 3.1180 4.4043
Br 5.4863 2.7410 4.0477
H 4.2291 4.2314 5.5678
C 4.8544 -4.6864 -1.2476
Br 3.4240 -4.2624 -2.4592
Br 5.5071 -3.1153 -0.3499
Br 4.3487 -6.0504 0.0069
H 5.6719 -5.0667 -1.8460
C -0.4400 -2.7806 6.3096
Br 0.6020 -2.4855 4.7140
Br -2.2094 -3.3732 5.8487
Br 0.4282 -4.0037 7.5110
H -0.5294 -1.8323 6.8208
C 8.9298 -5.2554 -2.3946
Br 7.5427 -4.8929 -3.6803
Br 9.5292 -3.6471 -1.5324
Br 8.3503 -6.5709 -1.1177
H 9.7706 -5.6665 -2.9359
C 2.6854 4.1697 -5.6773
Br 1.2030 5.0916 -6.4762
Br 3.8089 5.3613 -4.6592
Br 2.0305 2.7105 -4.6141
H 3.2895 3.7646 -6.4773
C -7.4993 1.1372 -6.5915
Br -8.6222 2.3771 -5.6451
Br -8.0155 -0.6844 -6.2594
Br -7.4458 1.5262 -8.4754
H -6.4929 1.2616 -6.2116
*
```

Properties
LUMO energy (eV): -0.398
E_HOMO (eV): -9.0

Atomic partial charges in e from the Löwdin method, atoms 1 to 5: -0.162 -0.390 -0.214 -0.164 -0.110



5.
ORCA calculation (ωB97M-V with the def2-TZVPD basis set) on a gas-phase ion, C5H7IN (charge +1).

ORCA input file:
```
! RIJCOSX wB97M-V def2-TZVPD def2/J DEFGRID3
* xyz 1 1
C 0.5749 0.8785 -0.1106
C 1.4024 -0.1728 -0.1764
C 0.5715 -1.4057 -0.2358
C -0.8632 -0.9202 -0.3748
C -0.8236 0.4623 -0.2645
N -1.8425 1.4216 -0.2186
I 3.5198 0.1250 -0.0274
H 0.8397 1.8773 -0.1045
H 0.7713 -1.8615 -1.1549
H 0.7260 -2.2360 0.6045
H -1.6943 -1.4789 -0.3375
H -1.4768 2.3073 -0.1652
H 3.6710 1.1840 1.0655
H -2.6440 1.0681 0.2156
*
```

Properties
LUMO energy (eV): -4.770
ΔE to the lowest compared entry with this formula, charge and spin (eV): 2.449
E_HOMO (eV): -11.9

Atomic partial charges in e from the Löwdin method, atoms 1 to 5: -0.068 -0.552 -0.206 0.029 -0.278



6.
ORCA calculation (ωB97M-V with the def2-TZVPD basis set) on a molecular structure, C34H31AuN5P.

ORCA input file:
```
! RIJCOSX wB97M-V def2-TZVPD def2/J DEFGRID3
* xyz 0 1
Au -0.2334 0.6517 -0.4914
N 2.6610 2.3560 -0.4602
P 1.9873 0.7997 -0.4805
C 2.8764 -0.0231 0.8650
C 2.1868 -0.2736 2.0478
C 2.8372 -0.8707 3.1188
C 4.1735 -1.2262 3.0074
C 4.8647 -0.9841 1.8263
C 4.2178 -0.3842 0.7575
C 2.7149 0.0375 -1.9734
C 2.7884 -1.3531 -2.0606
C 3.2724 -1.9560 -3.2093
C 3.6822 -1.1804 -4.2876
C 3.6011 0.2006 -4.2113
C 3.1189 0.8080 -3.0581
C 1.9822 3.5742 -0.5886
C 2.6478 4.6809 -1.1249
C 1.9583 5.8725 -1.2193
C 0.6354 5.9302 -0.7989
C 0.0721 4.7754 -0.2867
N 0.7305 3.6248 -0.1665
H 3.6589 2.4157 -0.6012
H 1.1380 -0.0101 2.1168
H 2.2970 -1.0658 4.0365
H 4.6793 -1.6972 3.8407
H 5.9057 -1.2672 1.7388
H 4.7527 -0.2184 -0.1714
H 2.4626 -1.9640 -1.2265
H 3.3304 -3.0358 -3.2645
H 4.0595 -1.6533 -5.1851
H 3.9108 0.8112 -5.0497
H 3.0430 1.8879 -3.0177
H 3.6747 4.5982 -1.4590
H 2.4464 6.7487 -1.6267
H 0.0585 6.8414 -0.8649
H -0.9560 4.7637 0.0583
N -2.2128 0.2527 -0.7394
C -3.1026 0.3184 0.1524
C -4.5409 0.0934 -0.2497
C -4.9664 0.5005 -1.5108
C -6.2678 0.2677 -1.9270
C -7.1610 -0.3915 -1.0915
C -6.7438 -0.8100 0.1637
C -5.4446 -0.5596 0.5843
C -2.8812 0.6203 1.6144
C -1.8937 -0.0407 2.3398
C -1.6648 0.2724 3.6722
C -2.4113 1.2608 4.2992
C -3.4041 1.9190 3.5875
C -3.6478 1.5871 2.2622
H -4.2496 0.9886 -2.1586
H -6.5881 0.5988 -2.9072
H -8.1768 -0.5770 -1.4175
H -7.4317 -1.3304 0.8187
H -5.1273 -0.8781 1.5704
H -1.3130 -0.8251 1.8674
H -0.9064 -0.2694 4.2263
H -2.2292 1.5081 5.3375
H -3.9951 2.6901 4.0659
H -4.4325 2.0977 1.7171
C -0.4743 -5.4604 -1.1654
N 0.1580 -4.3993 -0.4077
C 1.2469 -4.5158 0.4217
C 1.4334 -3.2777 0.9664
N 0.4842 -2.4073 0.4895
C -0.2602 -3.1133 -0.3240
H 0.2842 -6.1491 -1.5314
H -0.9934 -5.0302 -2.0189
H -1.1892 -6.0086 -0.5523
H 1.7709 -5.4485 0.5423
H 2.2009 -2.9608 1.6547
H -1.1064 -2.7384 -0.8819
*
```

Properties
LUMO energy (eV): 0.625
ΔE to the lowest compared entry with this formula, charge and spin (eV): 0.000
E_HOMO (eV): -7.1

Atomic partial charges in e from the Löwdin method, atoms 1 to 5: 0.684 -0.113 0.806 -0.353 -0.118



What is the formula in the sixth record? C34H31AuN5P



Copy entry 6 word for word.
ORCA calculation (ωB97M-V with the def2-TZVPD basis set) on a molecular structure, C34H31AuN5P.

ORCA input file:
```
! RIJCOSX wB97M-V def2-TZVPD def2/J DEFGRID3
* xyz 0 1
Au -0.2334 0.6517 -0.4914
N 2.6610 2.3560 -0.4602
P 1.9873 0.7997 -0.4805
C 2.8764 -0.0231 0.8650
C 2.1868 -0.2736 2.0478
C 2.8372 -0.8707 3.1188
C 4.1735 -1.2262 3.0074
C 4.8647 -0.9841 1.8263
C 4.2178 -0.3842 0.7575
C 2.7149 0.0375 -1.9734
C 2.7884 -1.3531 -2.0606
C 3.2724 -1.9560 -3.2093
C 3.6822 -1.1804 -4.2876
C 3.6011 0.2006 -4.2113
C 3.1189 0.8080 -3.0581
C 1.9822 3.5742 -0.5886
C 2.6478 4.6809 -1.1249
C 1.9583 5.8725 -1.2193
C 0.6354 5.9302 -0.7989
C 0.0721 4.7754 -0.2867
N 0.7305 3.6248 -0.1665
H 3.6589 2.4157 -0.6012
H 1.1380 -0.0101 2.1168
H 2.2970 -1.0658 4.0365
H 4.6793 -1.6972 3.8407
H 5.9057 -1.2672 1.7388
H 4.7527 -0.2184 -0.1714
H 2.4626 -1.9640 -1.2265
H 3.3304 -3.0358 -3.2645
H 4.0595 -1.6533 -5.1851
H 3.9108 0.8112 -5.0497
H 3.0430 1.8879 -3.0177
H 3.6747 4.5982 -1.4590
H 2.4464 6.7487 -1.6267
H 0.0585 6.8414 -0.8649
H -0.9560 4.7637 0.0583
N -2.2128 0.2527 -0.7394
C -3.1026 0.3184 0.1524
C -4.5409 0.0934 -0.2497
C -4.9664 0.5005 -1.5108
C -6.2678 0.2677 -1.9270
C -7.1610 -0.3915 -1.0915
C -6.7438 -0.8100 0.1637
C -5.4446 -0.5596 0.5843
C -2.8812 0.6203 1.6144
C -1.8937 -0.0407 2.3398
C -1.6648 0.2724 3.6722
C -2.4113 1.2608 4.2992
C -3.4041 1.9190 3.5875
C -3.6478 1.5871 2.2622
H -4.2496 0.9886 -2.1586
H -6.5881 0.5988 -2.9072
H -8.1768 -0.5770 -1.4175
H -7.4317 -1.3304 0.8187
H -5.1273 -0.8781 1.5704
H -1.3130 -0.8251 1.8674
H -0.9064 -0.2694 4.2263
H -2.2292 1.5081 5.3375
H -3.9951 2.6901 4.0659
H -4.4325 2.0977 1.7171
C -0.4743 -5.4604 -1.1654
N 0.1580 -4.3993 -0.4077
C 1.2469 -4.5158 0.4217
C 1.4334 -3.2777 0.9664
N 0.4842 -2.4073 0.4895
C -0.2602 -3.1133 -0.3240
H 0.2842 -6.1491 -1.5314
H -0.9934 -5.0302 -2.0189
H -1.1892 -6.0086 -0.5523
H 1.7709 -5.4485 0.5423
H 2.2009 -2.9608 1.6547
H -1.1064 -2.7384 -0.8819
*
```

Properties
LUMO energy (eV): 0.625
ΔE to the lowest compared entry with this formula, charge and spin (eV): 0.000
E_HOMO (eV): -7.1

Atomic partial charges in e from the Löwdin method, atoms 1 to 5: 0.684 -0.113 0.806 -0.353 -0.118



Which of these has the highest E_HOMO? C34H31AuN5P



Which value of E_HOMO does entry 1 give? -16.6 eV